Entry 1:
DFT (the ωB97M-V functional and the def2-TZVPD basis) results for a 2-piece molecular cluster, C10H16 overall in a non-equilibrium geometry.

```
26
Properties=species:S:1:pos:R:3
C 1.236 2.794 -2.608
C -0.059 2.087 -2.789
H 1.977 2.091 -2.127
H 1.507 3.265 -3.602
H 1.091 3.725 -2.160
H -0.208 1.750 -3.926
H -1.053 2.696 -2.699
H -0.371 1.326 -2.100
C 1.709 -0.547 1.406
C 1.773 -1.772 2.409
C 0.322 -0.493 0.858
C 0.073 -1.486 -0.147
C -0.627 0.262 1.487
C -1.226 -1.508 -0.569
C -1.919 0.294 0.892
C -2.220 -0.559 -0.096
H 1.966 0.396 1.929
H 2.333 -0.647 0.454
H 0.988 -1.890 2.976
H 0.784 -2.138 -0.509
H -0.541 0.959 2.354
H -1.673 -2.332 -1.244
H -2.616 1.135 1.184
H -3.164 -0.525 -0.441
H 2.605 -1.530 2.970
H 2.004 -2.724 1.882
```

Gap between HOMO and LUMO (spin up / spin down) ... 9.6 / 5.3 eV
HOMO level (spin up / spin down) ... -0.4994 / -0.4994 Eh
Relative energy (zero: lowest compared OMol25 entry of this formula, charge and spin) ... 2.269 eV
E_tot ... -390.22650 Ha
Net charge ... +1
2S+1 ... 2

***

Entry 2:
DFT (the ωB97M-V functional and the def2-TZVPD basis) results for one molecule with the formula C16H23NO4S in a non-equilibrium geometry.

```
45
Properties=species:S:1:pos:R:3
C 5.538 -0.985 -1.954
C 4.819 -1.323 -0.654
C 4.625 -0.082 0.216
C 3.800 -0.365 1.456
S 2.037 -0.559 1.052
O 1.322 -0.577 2.300
O 1.846 -1.665 0.160
N 1.746 0.868 0.208
C 1.110 0.701 -1.080
C -0.374 0.319 -0.946
C -0.924 0.843 0.395
C -2.432 0.948 0.294
O -3.049 1.975 0.198
O -2.970 -0.278 0.320
C -4.337 -0.492 0.178
C -4.876 -1.528 0.929
C -6.218 -1.835 0.806
C -7.021 -1.112 -0.061
C -6.474 -0.084 -0.810
C -5.131 0.231 -0.700
C -0.284 2.192 0.716
C 1.207 1.963 0.993
H 5.676 -1.879 -2.556
H 6.517 -0.554 -1.752
H 4.962 -0.267 -2.534
H 3.846 -1.761 -0.870
H 5.402 -2.062 -0.100
H 5.603 0.307 0.514
H 4.117 0.694 -0.361
H 3.824 0.458 2.164
H 4.100 -1.284 1.953
H 1.653 -0.081 -1.610
H 1.225 1.644 -1.623
H -0.936 0.751 -1.777
H -0.481 -0.765 -0.978
H -0.677 0.128 1.185
H -4.233 -2.079 1.597
H -6.638 -2.641 1.390
H -8.069 -1.350 -0.154
H -7.095 0.479 -1.490
H -4.708 1.032 -1.284
H -0.762 2.641 1.585
H -0.427 2.867 -0.129
H 1.355 1.697 2.040
H 1.785 2.869 0.773
```

Gap between HOMO and LUMO ... 9.8 eV
HOMO level ... -0.3350 Eh
Relative energy (zero: lowest compared OMol25 entry of this formula, charge and spin) ... 0.757 eV
E_tot ... -1377.38952 Ha
2S+1 ... 1

***

Entry 3:
DFT (the ωB97M-V functional and the def2-TZVPD basis) results for one molecule with the formula C5H7NO.

```
14
Properties=species:S:1:pos:R:3
C -2.093 0.975 -1.310
C -0.970 1.092 -0.889
C 0.406 1.154 -0.386
C 0.588 0.382 0.932
N 0.052 -0.963 0.886
C 0.659 -1.922 0.138
O 1.739 -1.786 -0.404
H -3.078 0.881 -1.710
H 0.704 2.198 -0.236
H 1.079 0.722 -1.135
H 1.657 0.311 1.153
H 0.103 0.909 1.758
H -0.922 -1.093 1.113
H 0.076 -2.861 0.090
```

Gap between HOMO and LUMO ... 10.7 eV
HOMO level ... -0.3607 Eh
Relative energy (zero: lowest compared OMol25 entry of this formula, charge and spin) ... 1.701 eV
E_tot ... -324.66196 Ha
2S+1 ... 1

***

Entry 4:
DFT (the ωB97M-V functional and the def2-TZVPD basis) results for a 3-piece molecular cluster, C23H49Br2N5O4PS2 overall in a non-equilibrium geometry.

```
86
Properties=species:S:1:pos:R:3
C -0.043 -5.386 2.348
C 0.911 -4.188 2.422
C 0.341 -2.941 1.736
C -0.837 -2.398 2.526
N -1.373 -1.124 2.064
N -2.663 -1.190 1.437
C -2.642 -1.335 0.171
C -1.449 -1.284 -0.724
C -3.966 -1.514 -0.492
C -0.879 0.081 2.275
N -1.510 1.193 1.835
C -0.811 2.203 2.259
P -1.498 3.886 1.885
S -3.350 4.040 2.402
N 0.275 1.816 2.932
C 1.262 2.630 3.573
Br 0.441 3.619 5.051
C 1.976 3.636 2.662
C 3.356 4.002 3.212
Br 2.144 2.938 0.845
N 0.243 0.423 2.958
C 1.291 -0.310 3.666
C 2.647 -0.294 2.952
C 3.849 -0.479 3.901
S 3.474 -1.599 5.283
H -0.591 -5.358 1.404
H 0.504 -6.324 2.353
H -0.765 -5.394 3.160
H 1.124 -3.949 3.465
H 1.843 -4.459 1.932
H 1.129 -2.202 1.613
H 0.004 -3.239 0.744
H -1.662 -3.101 2.457
H -0.615 -2.325 3.591
H -0.544 -0.923 -0.248
H -1.686 -0.607 -1.545
H -1.274 -2.256 -1.186
H -4.161 -0.652 -1.132
H -3.950 -2.392 -1.133
H -4.761 -1.564 0.243
H -0.653 4.776 2.551
H -1.257 4.002 0.515
H 2.002 2.015 4.065
H 1.405 4.555 2.588
H 3.257 4.818 3.925
H 3.979 4.368 2.403
H 3.842 3.152 3.684
H 0.959 -1.314 3.881
H 1.408 0.169 4.638
H 2.770 0.661 2.448
H 2.700 -1.070 2.194
H 4.217 0.481 4.256
H 4.656 -0.927 3.328
H 4.367 -1.125 6.151
C -1.381 4.989 -4.897
O -0.262 5.575 -4.253
C -0.607 6.467 -3.208
C -0.431 5.826 -1.851
O -1.333 4.744 -1.652
C -0.746 3.476 -1.863
H -1.007 4.183 -5.525
H -2.095 4.582 -4.177
H -1.891 5.721 -5.531
H -1.635 6.823 -3.325
H 0.060 7.331 -3.275
H -0.635 6.571 -1.075
H 0.603 5.485 -1.733
H -0.076 3.241 -1.027
H -0.190 3.425 -2.801
H -1.553 2.744 -1.888
C 0.437 -3.840 -2.842
O -0.895 -3.687 -3.294
C -0.993 -2.920 -4.490
C -1.159 -3.794 -5.712
O -0.010 -4.586 -5.947
C -0.150 -5.935 -5.538
H 0.438 -4.608 -2.068
H 1.111 -4.148 -3.643
H 0.806 -2.900 -2.410
H -0.112 -2.281 -4.605
H -1.871 -2.274 -4.394
H -1.301 -3.149 -6.584
H -2.048 -4.423 -5.607
H -0.810 -6.481 -6.218
H -0.542 -6.011 -4.520
H 0.839 -6.388 -5.572
```

Gap between HOMO and LUMO ... 8.1 eV
HOMO level ... -0.4119 Eh
E_tot ... -7765.88938 Ha
Net charge ... +1
2S+1 ... 1

***

Entry 5:
DFT (the ωB97M-V functional and the def2-TZVPD basis) results for C43H69N3O4S3SbSeTi as an isolated structure in a non-equilibrium geometry.

```
125
Properties=species:S:1:pos:R:3
Ti -0.841 1.800 -0.180
C 0.257 -6.287 0.430
C 0.485 -5.081 1.343
C 1.962 -5.070 1.763
C -0.388 -5.260 2.593
C 0.143 -3.760 0.656
C 0.247 -2.567 1.366
C -0.034 -1.359 0.766
Se 0.230 0.318 1.676
C 1.985 0.621 0.924
C 3.065 -0.045 1.475
C 4.336 0.097 0.938
C 4.460 0.969 -0.142
C 3.408 1.672 -0.716
C 2.100 1.471 -0.194
O 1.044 2.019 -0.736
C 3.749 2.608 -1.890
C 4.792 3.635 -1.418
C 2.570 3.404 -2.461
C 4.342 1.780 -3.041
C 5.560 -0.650 1.467
C 5.209 -1.559 2.645
C 6.150 -1.526 0.352
C 6.624 0.351 1.935
C -0.462 -1.260 -0.575
O -0.767 -0.097 -1.096
C -0.517 -2.463 -1.329
C -0.221 -3.664 -0.686
C -0.792 -2.409 -2.836
C -2.158 -1.774 -3.136
C -0.791 -3.799 -3.478
C 0.316 -1.586 -3.511
H 0.480 -7.208 0.977
H -0.779 -6.339 0.089
H 0.905 -6.255 -0.449
H 2.233 -6.010 2.255
H 2.606 -4.934 0.891
H 2.166 -4.253 2.457
H -0.132 -6.190 3.110
H -0.258 -4.435 3.294
H -1.445 -5.296 2.319
H 0.556 -2.566 2.407
H 2.885 -0.691 2.326
H 5.448 1.109 -0.568
H 4.391 4.228 -0.594
H 5.712 3.159 -1.074
H 5.048 4.313 -2.238
H 2.069 3.995 -1.697
H 1.822 2.751 -2.906
H 2.958 4.076 -3.235
H 5.247 1.249 -2.739
H 3.617 1.040 -3.386
H 4.595 2.432 -3.883
H 4.473 -2.314 2.360
H 6.108 -2.076 2.991
H 4.803 -0.989 3.483
H 5.412 -2.253 0.009
H 6.449 -0.924 -0.508
H 7.031 -2.067 0.712
H 6.226 0.987 2.729
H 7.505 -0.173 2.319
H 6.945 1.000 1.119
H -0.269 -4.573 -1.269
H -2.961 -2.387 -2.719
H -2.223 -0.773 -2.715
H -2.307 -1.713 -4.220
H -1.555 -4.448 -3.042
H -1.007 -3.698 -4.545
H 0.178 -4.293 -3.379
H 0.364 -0.586 -3.087
H 1.286 -2.069 -3.364
H 0.129 -1.509 -4.587
S -3.088 6.332 1.590
Sb -2.718 4.379 2.802
S -4.543 2.899 2.373
S -0.618 3.445 1.538
C -1.353 2.026 -3.391
C -1.151 3.503 -3.142
O -1.081 3.752 -1.750
C -0.694 5.113 -1.469
C -1.795 6.125 -1.699
H -1.270 1.812 -4.459
H -2.335 1.695 -3.048
H -0.589 1.439 -2.878
H -1.980 4.077 -3.576
H -0.225 3.849 -3.619
H 0.167 5.334 -2.114
H -0.376 5.116 -0.429
H -2.612 5.988 -0.992
H -2.163 6.121 -2.730
H -1.392 7.117 -1.481
C -4.333 3.779 -1.031
N -4.720 2.389 -1.252
C -6.035 2.204 -1.818
C -4.051 1.417 -0.576
O -2.832 1.568 -0.363
N -4.720 0.249 -0.312
C -3.972 -0.979 -0.154
C -6.006 0.260 0.369
H -4.414 4.324 -1.976
H -3.312 3.815 -0.673
H -4.965 4.233 -0.265
H -6.084 2.779 -2.746
H -6.834 2.565 -1.161
H -6.205 1.154 -2.047
H -2.919 -0.810 -0.363
H -4.352 -1.739 -0.843
H -4.088 -1.377 0.857
H -6.709 -0.418 -0.126
H -6.411 1.264 0.411
H -5.860 -0.042 1.409
N -2.410 0.028 3.084
C -2.012 -0.701 4.170
C -1.906 -2.100 4.110
C -1.447 -2.822 5.198
C -1.071 -2.183 6.373
C -1.166 -0.795 6.433
C -1.626 -0.060 5.357
H -2.948 -0.440 2.379
H -2.738 0.982 3.209
H -2.168 -2.610 3.188
H -1.375 -3.902 5.122
H -0.707 -2.750 7.221
H -0.872 -0.273 7.337
H -1.692 1.021 5.407
```

Gap between HOMO and LUMO (spin up / spin down) ... 4.4 / 4.4 eV
HOMO level (spin up / spin down) ... -0.0255 / -0.0260 Eh
Relative energy (zero: lowest compared OMol25 entry of this formula, charge and spin) ... 1.181 eV
E_tot ... -6831.11253 Ha
Net charge ... -2
2S+1 ... 2

***

Entry 6:
DFT (the ωB97M-V functional and the def2-TZVPD basis) results for a 2-piece molecular cluster, C5H11F2NO overall in a non-equilibrium geometry.

```
20
Properties=species:S:1:pos:R:3
C 0.208 -0.139 -2.611
N 1.122 -0.193 -1.487
C 0.885 0.530 -0.357
C 1.923 0.377 0.734
O -0.104 1.248 -0.250
H 0.586 -0.794 -3.414
H 0.126 0.888 -3.005
H -0.797 -0.486 -2.319
H 1.958 -0.780 -1.538
H 2.917 0.701 0.383
H 1.632 1.002 1.595
H 1.994 -0.672 1.069
C -1.584 0.313 1.981
C -1.542 -0.631 0.818
F -0.347 -1.299 0.795
F -2.524 -1.577 0.942
H -1.450 -0.243 2.924
H -2.553 0.838 2.017
H -0.780 1.064 1.897
H -1.671 -0.147 -0.172
```

Gap between HOMO and LUMO ... 10.6 eV
HOMO level ... -0.3589 Eh
Relative energy (zero: lowest compared OMol25 entry of this formula, charge and spin) ... 0.000 eV
E_tot ... -526.85571 Ha
2S+1 ... 1